This record from OMol25 describes 2 unconnected molecules or ions with the total composition C4H10O3. The level of theory is ωB97M-V/def2-TZVPD.

HOMO: 0.39 eV
total charge: -2
2S+1: 1
Kohn-Sham gap: 6.532 eV
lowest unoccupied orbital energy: 6.93 eV

Last column: Löwdin charge in e.
Element x y z (Å)
C1 -1.26 0.47 2.15  -0.566
O1 -0.91 0.96 3.40  -0.451
C2 -0.04 0.14 1.31  -0.268
C3 -0.20 -0.10 -0.17  -0.228
C4 0.89 -1.06 -0.72  -0.356
O2 0.95 -1.31 -2.12  -0.225
H1 -1.87 1.25 1.60  0.070
H2 -1.97 -0.39 2.10  0.067
H3 0.77 0.88 1.53  0.106
H4 0.34 -0.77 1.79  0.086
H5 -0.04 0.85 -0.70  0.089
H6 -1.20 -0.37 -0.53  0.107
H7 1.85 -0.60 -0.41  0.099
H8 0.73 -2.07 -0.29  0.095
H9 0.83 -0.27 -2.47  0.009
H10 0.60 1.63 -3.01  -0.139
O3 0.53 0.78 -3.46  -0.493

***

This record from OMol25 describes 2 unconnected molecules or ions with the total composition H4O2. The level of theory is ωB97M-V/def2-TZVPD.

HOMO: -10.82 eV
total charge: 0
SMILES string: O.O
2S+1: 1
Kohn-Sham gap: 11.317 eV
lowest unoccupied orbital energy: 0.49 eV

Last column: Löwdin charge in e.
Element x y z (Å)
O1 0.31 -1.36 0.54  -0.088
H1 0.56 -0.40 0.69  0.034
H2 -0.52 -1.24 0.11  -0.004
O2 -0.20 1.15 -0.48  -0.090
H3 0.02 1.73 -1.28  0.097
H4 -0.95 1.57 -0.03  0.051

***

This record from OMol25 describes a molecular structure, C33H27ClPV. The level of theory is ωB97M-V/def2-TZVPD.

HOMO (spin up / spin down): -10.62 / -10.69 eV
⟨S²⟩: 0.89
total charge: +1
2S+1: 2
Kohn-Sham gap (spin up / spin down): 5.645 / 6.511 eV
lowest unoccupied orbital energy (spin up / spin down): -4.98 / -4.17 eV

Last column: Löwdin charge in e.
Element x y z (Å)
C1 -0.94 -2.03 2.42  -0.112
C2 -0.81 -2.67 1.15  -0.146
C3 0.58 -2.89 0.93  -0.148
H1 -1.62 -2.96 0.50  0.104
C4 1.28 -2.37 2.05  -0.136
C5 0.34 -1.87 2.99  -0.092
H2 0.57 -1.38 3.92  0.119
H3 -1.87 -1.68 2.84  0.133
H4 1.03 -3.37 0.07  0.126
H5 2.35 -2.32 2.15  0.127
V1 0.18 -0.74 0.99  0.500
Cl1 2.10 0.63 1.14  0.285
P1 0.19 -0.43 -1.27  1.027
C6 1.43 -1.47 -2.15  -0.357
C7 1.13 -2.17 -3.31  -0.085
H6 0.13 -2.15 -3.72  0.106
C8 2.11 -2.91 -3.96  -0.059
H7 1.87 -3.46 -4.86  0.113
C9 3.41 -2.94 -3.45  -0.059
H8 4.17 -3.52 -3.96  0.113
C10 3.71 -2.23 -2.30  -0.058
H9 4.72 -2.24 -1.91  0.113
C11 2.73 -1.50 -1.65  -0.103
H10 2.98 -0.94 -0.76  0.045
C12 -1.41 -0.89 -2.01  -0.345
C13 -1.87 -2.21 -1.93  -0.125
H11 -1.24 -2.98 -1.51  0.098
C14 -3.13 -2.54 -2.40  -0.059
H12 -3.47 -3.57 -2.34  0.114
C15 -3.95 -1.57 -2.94  -0.058
H13 -4.94 -1.83 -3.31  0.114
C16 -3.50 -0.26 -3.02  -0.056
H14 -4.14 0.51 -3.44  0.114
C17 -2.24 0.08 -2.56  -0.066
H15 -1.90 1.10 -2.62  0.104
C18 0.52 1.24 -1.97  -0.362
C19 1.03 1.36 -3.26  -0.067
H16 1.28 0.48 -3.83  0.106
C20 1.23 2.61 -3.82  -0.057
H17 1.63 2.69 -4.82  0.113
C21 0.94 3.76 -3.09  -0.059
H18 1.10 4.73 -3.52  0.113
C22 0.43 3.64 -1.80  -0.058
H19 0.20 4.52 -1.22  0.113
C23 0.23 2.39 -1.24  -0.107
H20 -0.16 2.30 -0.24  0.081
C24 0.96 2.58 5.90  -0.061
C25 1.70 1.64 5.20  -0.056
C26 1.20 1.06 4.04  -0.102
C27 -0.08 1.40 3.53  -0.184
C28 -0.66 0.83 2.35  -0.126
C29 -1.94 1.23 1.96  -0.120
C30 -2.65 2.17 2.69  -0.065
C31 -2.11 2.74 3.83  -0.009
C32 -0.83 2.37 4.26  -0.177
C33 -0.31 2.94 5.44  -0.010
H21 1.35 3.02 6.81  0.109
H22 2.68 1.35 5.57  0.112
H23 1.83 0.33 3.58  0.034
H24 -2.38 0.79 1.07  0.098
H25 -3.65 2.46 2.36  0.109
H26 -2.69 3.47 4.39  0.121
H27 -0.87 3.67 6.00  0.118

***

This record from OMol25 describes 2 unconnected molecules or ions with the total composition C27H31BF5N4O. The level of theory is ωB97M-V/def2-TZVPD.

HOMO: -11.21 eV
total charge: +1
2S+1: 1
Kohn-Sham gap: 6.745 eV
lowest unoccupied orbital energy: -4.46 eV

Last column: Löwdin charge in e.
Element x y z (Å)
C1 4.15 2.15 -3.70  0.007
N1 2.95 2.05 -2.90  -0.033
C2 1.88 2.87 -3.10  -0.353
O1 1.81 3.79 -3.91  0.108
C3 0.78 2.44 -2.13  -0.144
C4 -0.50 2.02 -2.82  -0.045
C5 -1.05 3.16 -3.64  -0.095
C6 -1.09 3.10 -5.03  -0.134
F1 -0.72 1.94 -5.65  0.095
C7 -1.48 4.19 -5.80  -0.103
F2 -1.51 4.10 -7.15  0.121
C8 -1.86 5.38 -5.17  -0.100
F3 -2.26 6.43 -5.90  0.132
C9 -1.87 5.45 -3.78  -0.105
F4 -2.27 6.58 -3.16  0.121
C10 -1.46 4.34 -3.03  -0.131
F5 -1.48 4.42 -1.68  0.092
N2 1.43 1.36 -1.40  0.055
C11 0.77 0.65 -0.47  0.040
C12 1.33 -0.43 0.23  -0.056
C13 0.70 -0.94 1.35  0.015
C14 1.38 -1.84 2.24  -0.216
C15 1.06 -1.81 3.62  -0.043
C16 1.60 -2.75 4.49  -0.089
C17 2.60 -3.63 4.05  -0.040
C18 3.03 -3.58 2.70  -0.061
C19 2.39 -2.75 1.78  -0.006
C20 2.77 1.00 -1.90  -0.454
C21 2.77 -0.38 -2.58  0.019
C22 3.85 1.11 -0.81  0.019
H1 4.01 2.99 -4.38  0.102
H2 5.02 2.32 -3.06  0.098
H3 4.33 1.23 -4.26  0.098
H4 0.54 3.27 -1.44  0.173
H5 -0.30 1.18 -3.49  0.138
H6 -1.24 1.73 -2.06  0.134
H7 -0.23 1.01 -0.22  0.163
H8 2.34 -0.80 -0.02  0.084
H9 -0.26 -0.50 1.63  0.078
H10 0.36 -1.02 3.96  0.138
H11 1.23 -2.80 5.51  0.114
H12 3.07 -4.34 4.74  0.117
H13 3.88 -4.19 2.36  0.114
H14 2.64 -2.80 0.72  0.118
H15 2.09 -0.36 -3.44  0.106
H16 3.78 -0.61 -2.92  0.095
H17 2.44 -1.17 -1.90  0.073
H18 4.05 2.17 -0.63  0.109
H19 3.55 0.66 0.14  0.076
H20 4.76 0.61 -1.16  0.099
H21 -1.24 -1.94 2.01  0.025
B1 -2.44 -1.49 2.20  -0.340
H22 -2.41 -0.38 2.74  0.048
H23 -3.05 -1.48 1.13  0.030
C23 -3.25 -2.40 3.17  -0.198
N3 -4.61 -2.42 3.30  -0.076
C24 -5.53 -1.56 2.55  -0.009
C25 -4.99 -3.33 4.27  -0.026
C26 -3.85 -3.87 4.77  -0.031
N4 -2.80 -3.30 4.10  -0.078
C27 -1.41 -3.60 4.38  -0.016
H24 -6.55 -1.94 2.75  0.097
H25 -5.48 -0.51 2.88  0.107
H26 -5.33 -1.58 1.47  0.092
H27 -6.02 -3.53 4.51  0.124
H28 -3.66 -4.61 5.53  0.122
H29 -1.36 -4.54 4.96  0.106
H30 -0.85 -3.72 3.44  0.095
H31 -0.94 -2.81 4.99  0.087

***

This record from OMol25 describes a molecular structure, C18H20N12Rh. The level of theory is ωB97M-V/def2-TZVPD.

HOMO (spin up / spin down): -3.92 / -5.58 eV
⟨S²⟩: 6.03
total charge: -1
2S+1: 5
Kohn-Sham gap (spin up / spin down): 6.838 / 6.871 eV
lowest unoccupied orbital energy (spin up / spin down): 2.92 / 1.29 eV

Last column: Löwdin charge in e.
Element x y z (Å)
Rh1 -14.76 1.72 -3.84  1.142
C1 -19.68 4.17 -4.53  -0.118
C2 -18.94 4.99 -3.69  -0.095
C3 -17.54 4.94 -3.63  -0.019
C4 -16.92 3.85 -4.27  -0.263
C5 -17.67 2.96 -5.08  -0.047
C6 -19.04 3.17 -5.23  -0.102
N1 -15.56 3.59 -4.09  -0.158
N2 -14.82 4.63 -3.86  0.058
C7 -13.49 4.30 -3.67  -0.331
C8 -12.51 5.35 -3.72  -0.015
C9 -11.21 5.02 -3.42  -0.074
C10 -10.85 3.67 -3.15  -0.086
C11 -11.83 2.71 -3.20  -0.123
N3 -13.11 3.03 -3.49  -0.015
H1 -20.73 4.26 -4.59  0.080
H2 -19.43 5.71 -3.07  0.085
H3 -17.02 5.70 -3.09  0.091
H4 -17.15 2.22 -5.56  0.047
H5 -19.61 2.47 -5.86  0.110
H6 -12.84 6.32 -3.99  0.092
H7 -10.53 5.86 -3.40  0.092
H8 -9.87 3.42 -2.82  0.085
H9 -11.66 1.63 -3.03  0.110
N4 -13.67 -0.96 -5.77  0.140
C12 -13.46 -1.02 -4.39  -0.462
N5 -12.85 -2.02 -3.76  0.013
N6 -12.87 -1.66 -2.45  -0.101
N7 -13.44 -0.51 -2.30  -0.069
N8 -13.89 -0.11 -3.52  -0.135
C13 -14.06 0.17 -6.45  -0.514
N9 -14.01 0.30 -7.74  0.021
N10 -14.49 1.58 -8.00  -0.074
N11 -14.81 2.14 -6.87  -0.074
N12 -14.55 1.26 -5.86  -0.109
H10 -13.16 -1.67 -6.27  0.130
C14 -18.37 1.43 -1.95  -0.080
C15 -17.04 0.70 -1.94  -0.677
C16 -17.10 -0.36 -3.06  -0.074
C17 -16.82 0.01 -0.56  -0.063
C18 -15.89 1.62 -2.21  -0.116
H11 -19.29 0.78 -1.74  0.104
H12 -18.49 1.88 -2.94  0.049
H13 -18.39 2.28 -1.27  0.083
H14 -17.93 -1.05 -2.94  0.077
H15 -16.20 -0.96 -3.09  0.054
H16 -17.19 0.16 -4.01  0.061
H17 -17.68 -0.67 -0.37  0.081
H18 -16.65 0.74 0.25  0.076
H19 -15.94 -0.64 -0.65  0.065
H20 -15.43 2.16 -1.39  0.050

***

This record from OMol25 describes a molecular structure, C27H32N4O5. The level of theory is ωB97M-V/def2-TZVPD.

HOMO: -7.04 eV
total charge: 0
2S+1: 1
Kohn-Sham gap: 6.733 eV
lowest unoccupied orbital energy: -0.31 eV

Last column: Löwdin charge in e.
Element x y z (Å)
C1 -4.34 -4.00 1.06  0.018
H1 -3.59 -3.79 1.82  0.104
O1 -5.04 -2.81 0.60  -0.008
C2 -4.53 -1.77 0.23  -0.296
C3 -3.19 -1.74 0.02  0.026
C4 -2.76 -0.42 -0.18  -0.143
C5 -3.66 0.57 -0.38  -0.021
C6 -4.97 0.57 -0.58  -0.241
C7 -5.53 -0.66 -0.15  -0.129
O2 -6.75 -1.06 0.09  -0.041
C8 -7.86 -0.05 -0.49  0.087
H2 -8.03 0.82 -0.13  0.000
H3 -8.69 -1.01 -0.49  0.175
H4 -7.59 -0.01 -1.54  0.079
O3 -5.84 1.55 -0.86  -0.104
C9 -5.38 2.75 -1.11  -0.166
H5 -4.71 2.46 -2.11  0.151
H6 -6.22 3.35 -1.36  0.078
H7 -4.57 3.39 -0.56  0.120
H8 -3.16 1.67 -0.76  0.180
C10 -1.30 -0.05 -0.45  -0.432
O4 -0.95 0.96 -0.91  0.114
N1 -0.45 -0.71 0.46  0.102
C11 0.90 -0.78 0.59  -0.131
C12 1.77 0.41 0.25  0.040
C13 1.51 1.65 0.58  -0.385
C14 0.25 2.03 0.99  0.186
N2 0.38 3.73 0.92  -0.020
C15 1.52 3.87 0.62  -0.278
C16 2.21 5.11 0.36  -0.015
C17 3.49 5.30 -0.20  -0.050
C18 4.17 3.99 -0.51  -0.127
C19 3.66 2.81 -0.15  -0.059
C20 2.30 2.58 0.26  -0.102
H9 4.16 1.81 -0.36  0.123
H10 5.26 4.29 -0.69  0.114
H11 3.98 6.15 -0.50  0.054
H12 1.62 6.08 0.73  0.129
C21 -0.71 4.55 1.29  -0.028
H13 -0.48 5.32 2.14  0.130
H14 -0.90 5.00 0.55  -0.039
H15 -1.71 4.03 1.87  0.169
H16 -0.75 1.72 1.39  0.136
H17 2.79 -0.09 0.53  0.143
C22 1.35 -2.17 0.47  -0.259
O5 1.01 -3.08 1.26  0.003
N3 2.63 -2.72 -0.11  -0.084
C23 3.30 -4.04 0.14  -0.099
C24 4.68 -3.59 0.30  -0.325
N4 5.15 -2.95 -0.67  -0.223
C25 6.74 -2.85 -0.59  0.007
H18 7.17 -2.40 -1.48  0.075
H19 7.33 -3.84 -0.53  0.093
H20 7.06 -2.39 0.43  0.119
C26 4.78 -1.79 -0.83  -0.361
C27 3.22 -1.83 -1.04  -0.154
H21 3.08 -2.63 -2.21  0.180
H22 2.60 -0.98 -1.40  0.107
H23 4.81 -0.96 -0.05  0.143
H24 5.29 -1.26 -1.51  0.089
H25 5.20 -4.73 0.46  0.188
H26 4.80 -3.11 1.43  0.190
H27 2.71 -4.35 0.89  0.073
H28 2.91 -4.57 -0.67  0.118
H29 -0.80 -1.76 0.88  0.212
H30 -2.52 -2.47 0.42  0.089
H31 -3.77 -4.43 0.18  0.122
H32 -5.03 -4.67 1.37  0.055

***

This record from OMol25 describes a gas-phase ion, C4H6N (charge +1). The level of theory is ωB97M-V/def2-TZVPD.

HOMO (spin up / spin down): -14.22 / -15.77 eV
⟨S²⟩: 2.03
total charge: +1
2S+1: 3
Kohn-Sham gap (spin up / spin down): 8.907 / 7.264 eV
lowest unoccupied orbital energy (spin up / spin down): -5.31 / -8.51 eV

Last column: Löwdin charge in e.
Element x y z (Å)
C1 0.41 1.50 -0.45  0.338
C2 0.36 0.38 0.16  -0.301
C3 -1.36 -0.41 -1.40  0.139
C4 0.64 -0.12 1.49  0.023
N1 -0.27 -0.46 -0.79  0.179
H1 0.71 1.98 -1.28  0.068
H2 -1.65 -1.38 -1.63  0.099
H3 -2.00 0.38 -1.68  0.125
H4 0.39 0.67 2.22  0.134
H5 1.71 -0.23 1.71  0.131
H6 0.31 -1.03 1.78  0.065

***

In the order shown, the computed max |F| values come out to 2.368 2.445 5.299 2.592 3.412 14.283 4.270 eV/Å.